Record 1
An isolated molecule of C6H12O. Source: the Open Molecules 2025 dataset; level of theory: wB97M-V/def2-TZVPD.

Structure (XYZ):
```
19
Properties=species:S:1:pos:R:3:forces:R:3:mulliken_charge:R:1
C -1.87882 -0.97466 -0.65549 0.0 0.0 0.0 -1.57
C -0.77475 -0.00044 -0.23949 0.1 0.0 0.0 0.82
C -1.32571 1.15158 0.60456 0.0 0.0 0.0 -1.46
C 0.29736 -0.73335 0.53788 -0.2 0.1 0.1 -0.24
O 1.18326 -1.58594 -0.17768 0.0 -0.2 -0.1 -0.49
C 1.73203 -0.43598 0.46301 0.1 0.2 0.1 0.09
C 2.31779 0.63277 -0.42652 0.0 0.0 0.0 -1.35
H -2.64764 -0.46587 -1.24795 0.1 -0.1 0.1 0.40
H -1.46910 -1.79499 -1.25373 -0.1 0.1 0.1 0.36
H -2.36881 -1.40958 0.22537 0.1 0.1 -0.1 0.34
H -0.32398 0.41401 -1.14942 0.0 -0.1 0.1 0.13
H -1.77899 0.77673 1.53124 0.1 0.0 -0.1 0.34
H -2.09900 1.70194 0.05742 0.1 -0.1 0.1 0.40
H -0.53656 1.86095 0.88039 -0.1 -0.1 0.0 0.33
H -0.07044 -1.17548 1.47067 0.1 0.1 -0.1 0.46
H 2.33088 -0.67567 1.34536 -0.1 0.0 -0.1 0.44
H 1.84605 0.60589 -1.41151 0.1 0.0 0.1 0.39
H 3.39323 0.47975 -0.56267 -0.2 0.0 0.0 0.38
H 2.17319 1.62836 0.00858 0.0 -0.1 0.0 0.24
```
Positions in Å, forces in eV/Å.

## Properties
**ΔE to the lowest compared entry with this formula, charge and spin**: 1.099 eV
**E_tot**: -8463.2550 eV
**Total charge**: 0
**HOMO-LUMO gap**: 11.158 eV
**Lowest unoccupied orbital energy**: 1.1050 eV
**SMILES**: CC(C)[C@H]1O[C@H]1C
**Maximum force**: 0.29 eV/Å


Record 2
A cluster of 2 separate species, C6H12O in total in a non-equilibrium geometry. Source: the Open Molecules 2025 dataset; level of theory: wB97M-V/def2-TZVPD.

Structure (XYZ):
```
19
Properties=species:S:1:pos:R:3:forces:R:3:mulliken_charge:R:1
C 0.75003 0.28211 1.54938 0.7 -0.7 -0.5 -0.41
C 1.66868 -0.68582 1.63609 -0.4 0.9 0.6 -0.75
C 0.50304 0.84301 -0.78865 -0.5 -0.1 0.2 -0.10
C -0.09894 0.56687 0.37833 0.4 0.9 -0.3 0.70
C -1.54966 0.90128 0.61963 0.4 0.6 0.4 -1.42
C -0.15046 1.48633 -1.98153 0.8 -0.5 -0.6 -1.32
H 0.75315 1.02097 2.34573 -0.5 -0.1 0.2 0.27
H 1.87005 -1.42216 0.87311 -0.1 -0.1 0.0 0.25
H 2.25291 -0.65894 2.54764 0.3 -0.4 -0.2 0.25
H 1.57620 0.72025 -0.85003 0.1 -0.1 0.0 0.41
H -1.82729 0.64245 1.64088 -0.3 -0.5 -0.2 0.41
H -2.17947 0.47260 -0.15441 -0.3 -0.1 0.2 0.31
H -1.68089 1.99104 0.61818 0.0 0.0 -0.4 0.39
H 0.49404 1.33130 -2.85392 0.0 0.1 0.1 0.36
H -0.18220 2.56635 -1.83945 -0.4 0.1 0.0 0.31
H -1.10639 1.07343 -2.29984 -0.2 0.2 0.5 0.35
H 0.15013 -3.12092 -0.60217 1.2 -0.9 0.2 0.31
H -0.72146 -1.98745 -0.37871 -0.4 1.2 0.5 0.32
O -0.65120 -2.75382 -0.92357 -0.8 -0.3 -0.7 -0.64
```
Positions in Å, forces in eV/Å.

## Properties
**ΔE to the lowest compared entry with this formula, charge and spin**: 1.692 eV
**E_tot**: -8462.6623 eV
**Total charge**: 0
**HOMO-LUMO gap**: 9.840 eV
**Lowest unoccupied orbital energy**: 0.9026 eV
**SMILES**: C=C/C(C)=C/C.O
**Maximum force**: 1.49 eV/Å


Record 3
An isolated molecule of C6H12O. Source: the Open Molecules 2025 dataset; level of theory: wB97M-V/def2-TZVPD.

Structure (XYZ):
```
19
Properties=species:S:1:pos:R:3:forces:R:3:mulliken_charge:R:1
C -0.73670 1.17161 -1.51852 0.0 0.0 -0.1 -1.45
C 0.39808 0.94804 -0.49859 -0.3 -0.3 0.1 0.63
O 1.52688 1.76988 -0.78849 0.0 0.3 0.0 -0.57
C -1.56855 -1.15750 1.04730 0.1 0.0 0.0 -0.70
C -0.38913 -1.16135 1.66317 -0.1 -0.1 0.0 -0.08
C 0.96333 -1.00532 1.01563 0.0 0.0 0.0 -0.58
C 0.92406 -0.49642 -0.42269 0.0 0.0 0.0 -1.00
H -1.55390 1.75499 -1.08055 0.1 0.0 -0.1 0.30
H -1.16186 0.23093 -1.88567 0.1 0.2 0.1 0.32
H -0.35337 1.71283 -2.38936 0.0 -0.1 0.1 0.44
H 1.22629 2.68628 -0.79567 0.1 -0.1 0.0 0.31
H -1.67685 -0.99234 -0.02198 0.1 -0.1 0.2 0.13
H -2.48930 -1.32760 1.59596 0.1 0.1 0.0 0.27
H 0.00938 1.20288 0.50130 0.1 0.0 -0.2 0.22
H -0.37468 -1.31900 2.74190 0.0 0.0 -0.1 0.30
H 1.47530 -1.97647 1.06621 0.0 0.1 0.0 0.36
H 1.57501 -0.32213 1.61904 -0.1 0.0 0.0 0.31
H 0.31925 -1.17630 -1.03317 0.0 0.1 0.1 0.37
H 1.93329 -0.50769 -0.84618 -0.1 0.0 0.1 0.40
```
Positions in Å, forces in eV/Å.

## Properties
**ΔE to the lowest compared entry with this formula, charge and spin**: 1.153 eV
**E_tot**: -8463.2012 eV
**Total charge**: 0
**HOMO-LUMO gap**: 10.639 eV
**Lowest unoccupied orbital energy**: 1.0036 eV
**SMILES**: C=CCC[C@H](C)O
**Maximum force**: 0.46 eV/Å


Record 4
A structure of composition C6H12O in a non-equilibrium geometry. Source: the Open Molecules 2025 dataset; level of theory: wB97M-V/def2-TZVPD.

Structure (XYZ):
```
19
Properties=species:S:1:pos:R:3:forces:R:3:mulliken_charge:R:1
C -1.99771 0.26153 0.55515 0.3 0.9 -1.7 -0.91
C -0.32045 -1.44631 0.96371 1.3 -1.0 0.5 -1.04
C 0.74683 -0.65021 0.94086 0.2 -0.9 0.3 -0.12
C 1.62666 -0.55864 -0.28022 0.1 -0.1 0.0 -0.61
C 1.14179 0.43715 -1.36683 0.0 -0.2 0.1 -0.53
C 0.10443 1.35978 -0.78888 1.8 1.6 0.3 -0.14
O 0.29759 1.76101 0.35661 0.0 0.5 -0.8 -0.53
H -1.46347 1.03290 1.10792 -0.7 0.3 0.0 0.36
H -2.82833 0.55518 -0.06013 -0.8 0.9 0.2 0.34
H -2.40321 -0.47874 1.30365 1.0 0.1 -1.6 0.33
H -0.85731 -1.65393 1.88117 0.0 0.2 -0.1 0.55
H -0.59445 -2.06440 0.10928 0.0 0.2 0.1 0.25
H 1.03024 -0.09257 1.82827 0.0 -0.1 -0.1 0.31
H 2.63581 -0.29253 0.04287 -0.1 0.0 -0.1 0.31
H 1.68183 -1.55868 -0.72036 0.1 0.1 0.0 0.33
H 0.86558 -0.05110 -2.30824 -0.2 0.1 0.2 0.35
H 1.95890 1.13597 -1.59589 -0.1 -0.2 -0.1 0.28
H -0.50696 1.94961 -1.50321 -0.4 -0.4 0.2 0.47
H -1.11777 0.35398 -0.46572 -2.7 -2.0 2.6 -0.01
```
Positions in Å, forces in eV/Å.

## Properties
**ΔE to the lowest compared entry with this formula, charge and spin**: 4.683 eV
**E_tot**: -8459.6714 eV
**Total charge**: 0
**HOMO-LUMO gap**: 8.904 eV
**Lowest unoccupied orbital energy**: 0.2936 eV
**Maximum force**: 4.24 eV/Å


Record 5
An isolated molecule of C6H12O. Source: the Open Molecules 2025 dataset; level of theory: wB97M-V/def2-TZVPD.

Structure (XYZ):
```
19
Properties=species:S:1:pos:R:3:forces:R:3:mulliken_charge:R:1
C -0.55681 1.26755 -1.94619 0.0 0.0 0.0 -1.43
C 0.25955 0.86341 -0.73065 -0.2 -0.3 -0.2 0.54
O 0.94280 2.02814 -0.28740 0.2 0.0 0.2 -0.56
C -0.60741 0.30605 0.37650 0.0 0.2 0.0 -0.28
C -1.17756 -1.08175 0.30942 -0.1 -0.1 -0.1 -0.79
C -0.12960 -0.75843 1.33787 0.0 0.0 0.1 0.24
C 1.23980 -1.39761 1.24437 0.0 0.0 -0.1 -1.43
H -1.02167 0.38470 -2.39678 0.0 0.1 0.1 0.34
H 0.08652 1.74691 -2.69009 -0.1 -0.1 0.1 0.36
H -1.34198 1.97715 -1.66423 0.1 -0.1 0.0 0.35
H 0.98801 0.09702 -1.04364 -0.1 0.1 0.1 0.10
H 1.35461 1.81636 0.56011 0.0 0.1 -0.1 0.32
H -1.26146 1.06587 0.80393 0.1 -0.1 -0.1 0.32
H -0.86846 -1.71256 -0.52257 0.0 0.1 0.1 0.26
H -2.20718 -1.23160 0.62197 0.2 0.0 0.0 0.27
H -0.49028 -0.64387 2.35880 0.0 0.0 -0.2 0.39
H 1.53246 -1.58409 0.20588 0.0 0.0 0.1 0.30
H 1.24169 -2.36645 1.75592 0.0 0.1 -0.1 0.38
H 2.01697 -0.77683 1.70677 -0.1 -0.1 -0.1 0.31
```
Positions in Å, forces in eV/Å.

## Properties
**ΔE to the lowest compared entry with this formula, charge and spin**: 0.992 eV
**E_tot**: -8463.3624 eV
**Total charge**: 0
**HOMO-LUMO gap**: 11.060 eV
**Lowest unoccupied orbital energy**: 1.0027 eV
**SMILES**: C[C@@H]1C[C@@H]1[C@@H](C)O
**Maximum force**: 0.41 eV/Å


Record 6
A cluster of 2 separate species, C6H12O in total. Source: the Open Molecules 2025 dataset; level of theory: wB97M-V/def2-TZVPD.

Structure (XYZ):
```
19
Properties=species:S:1:pos:R:3:forces:R:3:mulliken_charge:R:1
C 0.36818 1.74600 1.45778 0.0 0.0 0.0 -1.18
C -0.24977 0.35543 1.32014 -0.1 -0.1 0.0 -0.29
C 0.48215 -0.58227 0.36581 0.1 0.1 0.2 0.36
C -0.03107 -1.95297 0.07873 0.1 -0.2 0.1 -0.61
C -1.27277 -1.61933 -0.68123 -0.2 0.0 0.0 -0.57
C 0.02446 -0.95972 -1.02292 0.1 0.0 -0.2 -0.60
O 0.42516 1.77082 -2.27164 0.0 0.0 0.0 -0.69
H 1.41405 1.68279 1.78022 -0.1 0.0 -0.1 0.31
H 0.34082 2.30776 0.51711 0.0 -0.1 0.1 0.29
H -0.17393 2.32538 2.21429 0.1 -0.1 -0.2 0.36
H -1.30131 0.45368 1.02686 0.2 0.0 0.0 0.25
H -0.25307 -0.13375 2.30322 0.0 0.1 -0.1 0.30
H 1.57074 -0.52198 0.45992 -0.2 -0.1 0.0 0.32
H 0.04732 1.17527 -1.61085 0.0 0.1 -0.1 0.37
H 0.48651 -2.89924 0.13697 -0.1 0.1 0.0 0.30
H -2.07073 -1.03859 -0.21948 0.1 -0.1 0.0 0.12
H -1.63315 -2.37599 -1.37587 0.1 0.1 0.1 0.26
H 0.59611 -1.05120 -1.93728 -0.1 0.0 0.2 0.38
H 1.23029 1.31792 -2.54179 0.0 0.1 0.0 0.32
```
Positions in Å, forces in eV/Å.

## Properties
**ΔE to the lowest compared entry with this formula, charge and spin**: 2.424 eV
**E_tot**: -8461.9294 eV
**Total charge**: 0
**HOMO-LUMO gap**: 10.456 eV
**Lowest unoccupied orbital energy**: 0.9849 eV
**SMILES**: CC[C@H]1[C@H]2C[C@@H]12.O
**Maximum force**: 0.27 eV/Å


Q: Which formula does entry 3 have?
A: C6H12O